14
Properties=species:S:1:pos:R:3:forces:R:3:nbo_charge:R:1 method="wB97M-V/def2-TZVPD" charge=+1 gap_ev=10.13 e_above_lowest_kcal_mol=21.0 energy_ha=-174.7781
N 1.69863 1.02683 1.17710 -0.1 -0.7 0.2 -0.884
H 1.45261 1.02247 2.16771 -0.1 0.2 0.0 0.451
H 1.47008 1.92114 0.75017 0.2 0.2 0.0 0.454
H 2.68845 0.79050 1.10328 0.1 0.3 -0.2 0.452
H 1.13453 0.26992 0.71180 -0.2 0.2 0.0 0.470
C -1.49088 -0.00664 -1.46464 0.1 -0.1 -0.2 -0.668
C -1.14124 -0.57065 -0.13071 -0.3 0.1 0.1 -0.089
C -0.02571 -1.24220 0.12112 0.6 -0.2 -0.1 -0.540
H -0.64248 -0.03753 -2.15224 -0.1 -0.1 0.0 0.218
H -2.30707 -0.59217 -1.89972 0.0 0.1 0.0 0.256
H -1.83992 1.01945 -1.39879 -0.1 0.1 0.1 0.233
H -1.88091 -0.46417 0.65398 -0.1 0.0 0.1 0.213
H 0.21764 -1.73866 1.05756 -0.3 0.1 0.0 0.223
H 0.66626 -1.39828 -0.69661 0.2 -0.1 -0.1 0.209

=====

21
Properties=species:S:1:pos:R:3:forces:R:3:nbo_charge:R:1 method="wB97M-V/def2-TZVPD" charge=0 smiles=NCCN.O.O.O gap_ev=10.17 e_above_lowest_kcal_mol=4.5 energy_ha=-419.8328
N -3.49350 0.04187 0.90299 0.2 0.0 0.5 -0.851
C -2.44371 -0.34354 -0.01166 0.4 -0.6 0.2 -0.216
C -1.26137 0.60647 0.15095 -0.4 0.6 -0.8 -0.221
N -0.29080 0.45570 -0.94834 -0.8 -0.6 0.7 -0.889
H -4.29204 -0.56941 0.95896 0.0 0.0 -0.2 0.367
H -3.77509 0.99995 0.78065 -0.2 0.1 -0.1 0.356
H -2.76692 -0.45441 -1.06048 0.2 0.3 0.1 0.161
H -2.04682 -1.31971 0.28890 -0.3 -0.2 -0.1 0.174
H -1.66421 1.62904 0.15711 0.0 0.1 0.2 0.155
H -0.81352 0.44702 1.12367 0.3 -0.1 0.1 0.198
H -0.74067 0.88215 -1.75282 0.6 -0.1 -0.1 0.364
H 0.59067 0.91148 -0.72308 -0.1 0.4 -0.3 0.415
O 1.03001 -1.94355 -0.06145 -0.4 0.1 0.1 -0.992
H 0.39785 -2.49137 0.41588 0.2 -0.1 0.1 0.473
H 0.46379 -1.23852 -0.45730 0.2 0.1 -0.3 0.505
O 3.24363 -0.45014 0.68737 0.0 -0.1 0.2 -0.980
H 3.88301 -0.73846 0.02858 -0.1 -0.1 0.0 0.477
H 2.48751 -1.07224 0.62100 0.1 0.1 -0.2 0.515
O 2.27140 1.72477 -0.58279 0.2 0.2 0.2 -0.985
H 2.28809 2.57034 -0.12458 0.0 0.0 0.0 0.469
H 2.72712 1.08657 0.01157 -0.1 0.0 -0.2 0.505

=====

11
Properties=species:S:1:pos:R:3:forces:R:3:nbo_charge:R:1 method="wB97M-V/def2-TZVPD" charge=0 gap_ev=9.23 e_above_lowest_kcal_mol=198.3 energy_ha=-430.6050
C 0.69655 0.03174 0.08090 1.8 1.9 -2.2 0.347
C -0.53719 -0.53130 -0.26603 -1.1 8.5 2.5 -0.073
C -1.87349 0.12333 0.02612 1.9 -2.2 -2.8 0.421
H 2.24546 1.33537 0.87309 -2.4 0.0 -4.4 0.339
H 0.64477 1.89179 0.03065 2.0 -0.2 -1.4 0.360
H -1.77199 1.10274 -0.20688 0.0 4.2 0.3 0.097
N 1.43068 1.24925 -0.39220 -1.1 0.0 7.9 -0.692
N 0.93640 -2.08082 -0.04611 -5.9 -3.3 -2.2 0.088
N -0.33661 -1.70817 -0.37297 1.9 -12.4 0.1 -0.237
O 1.48987 -1.01103 0.19582 4.5 4.7 1.3 -0.205
O -2.92446 -0.40290 0.07762 -1.6 -1.2 1.0 -0.444

=====

89
Properties=species:S:1:pos:R:3:forces:R:3:lowdin_charge:R:1 method="wB97M-V/def2-TZVPD" charge=0 smiles="CCOP(=O)(CC[C@H]1C(=O)OC[C@]1(S)c1ccccn1)OCC.CCN(CC)CC.CCN(CC)CC" gap_ev=8.53 energy_ha=-2340.0155
C -2.75699 -2.84551 5.50539 -0.7 0.3 -0.4 -0.070
C -3.78906 -3.73727 4.78812 0.7 -0.3 1.0 -0.266
O -3.59207 -3.80736 3.36039 -0.9 0.2 -0.2 -0.197
P -4.24956 -2.59439 2.54138 1.1 1.1 -1.2 0.494
O -4.20011 -1.32485 3.27290 -0.4 0.2 0.8 -0.246
C -3.22497 -2.43563 1.05353 -0.7 -1.0 -0.3 -0.181
C -3.79385 -1.39845 0.05048 0.0 0.1 0.1 -0.156
C -2.69469 -0.46878 -0.49017 -1.2 -0.8 -0.7 -0.205
C -2.47133 -0.40803 -2.01488 -0.5 -0.2 0.7 -0.393
O -2.89332 -1.13124 -2.87600 0.9 0.8 0.6 0.156
O -1.59389 0.64207 -2.17009 0.4 -0.5 -0.7 0.000
C -1.97252 1.66307 -1.24730 -2.3 0.7 -0.7 -0.156
C -2.68824 0.99576 -0.04550 1.3 0.6 1.7 -0.591
S -4.32257 1.77604 0.22045 -1.0 -0.7 -0.5 0.844
C -1.93397 1.01609 1.33215 -0.5 0.4 -2.4 -0.294
C -0.58583 0.73492 1.28000 1.0 -0.3 0.8 -0.024
C 0.09671 0.69273 2.48195 0.5 -0.2 -0.1 -0.053
C -0.60475 0.93569 3.63899 0.6 -0.1 0.4 -0.073
C -1.93268 1.22215 3.53793 -0.9 0.2 1.4 -0.145
N -2.62410 1.27050 2.41664 0.2 0.1 -0.1 0.104
O -5.70860 -2.95290 1.97745 0.7 -0.6 0.7 -0.190
C -6.73518 -3.13797 2.96997 -1.4 0.3 -0.3 -0.264
C -7.24741 -1.82544 3.55945 0.4 0.0 0.3 -0.077
H -2.35083 -3.33910 6.38649 0.2 -0.1 -0.1 0.070
H -3.26351 -1.93473 5.82652 0.2 0.1 0.0 0.068
H -1.98536 -2.54127 4.79912 0.2 -0.2 0.2 0.076
H -3.68186 -4.75680 5.15952 -0.1 -0.1 -0.3 0.114
H -4.79000 -3.40146 5.05898 -0.1 0.0 -0.3 0.095
H -2.22655 -2.20147 1.42773 -0.1 0.2 0.0 0.096
H -3.16357 -3.39460 0.52900 0.2 0.0 0.2 0.101
H -4.23636 -1.93534 -0.78978 0.0 0.1 0.0 0.120
H -4.59807 -0.84243 0.53672 0.1 0.2 -0.2 0.077
H -1.77048 -0.97621 -0.19668 0.3 0.6 0.2 0.143
H -1.29655 2.50298 -1.10084 0.9 -0.8 0.3 0.139
H -2.80689 2.14036 -1.77892 0.2 0.2 0.1 0.099
H -4.06210 3.09631 0.13618 0.6 -0.4 -0.1 -0.108
H -0.03052 0.51199 0.37805 -0.3 0.1 -0.2 0.119
H 1.15092 0.45026 2.54311 0.0 0.1 -0.2 0.103
H -0.14254 0.91175 4.61556 0.1 0.0 0.0 0.106
H -2.47592 1.42404 4.45833 -0.2 0.0 -0.1 0.116
H -7.58154 -3.57636 2.43798 0.3 -0.2 -0.2 0.115
H -6.46384 -3.86318 3.73930 0.3 0.1 -0.1 0.105
H -6.61028 -1.46424 4.36675 0.0 0.0 0.0 0.064
H -7.26211 -1.04265 2.80101 -0.1 -0.1 -0.1 0.085
H -8.26058 -1.96175 3.94244 0.0 -0.1 0.0 0.076
C 3.19426 -1.66580 -0.38235 -0.1 -0.1 -0.1 -0.088
C 4.55906 -1.03659 -0.16186 -0.1 -0.2 -0.1 -0.275
N 4.65368 -0.33878 1.10380 0.2 0.4 0.1 -0.202
C 5.83647 0.50053 1.21102 0.1 0.2 -0.1 -0.250
C 7.20799 -0.18359 1.20524 0.1 0.1 0.1 -0.086
C 4.32359 -1.11271 2.28154 -0.3 -0.3 0.2 -0.259
C 5.12452 -2.39130 2.55934 0.0 0.0 0.1 -0.080
H 2.40874 -0.91548 -0.27144 0.0 0.0 0.0 0.068
H 3.13450 -2.07399 -1.39226 0.0 0.0 0.0 0.075
H 2.99633 -2.48491 0.31036 0.0 0.0 0.0 0.066
H 4.72745 -0.31169 -0.96281 0.1 0.1 0.1 0.119
H 5.33104 -1.81324 -0.27873 0.0 0.0 0.0 0.103
H 5.75194 1.11533 2.11156 -0.1 -0.1 0.1 0.111
H 5.81090 1.21335 0.38049 -0.1 -0.1 -0.1 0.109
H 7.41819 -0.68169 2.15081 0.0 -0.1 0.0 0.054
H 7.98889 0.56637 1.06223 0.0 0.0 0.0 0.070
H 7.30489 -0.91083 0.39860 0.0 0.0 0.0 0.066
H 3.26542 -1.38558 2.22178 0.0 0.0 -0.1 0.092
H 4.38450 -0.46203 3.15830 0.1 0.1 -0.1 0.114
H 5.25741 -3.00110 1.66462 0.0 0.0 0.0 0.068
H 4.59327 -3.00252 3.29225 0.0 0.0 0.0 0.072
H 6.10534 -2.17529 2.97978 0.0 0.0 -0.1 0.055
C 1.80775 4.36433 -3.15441 -0.1 0.0 0.0 -0.090
C 1.87343 4.23906 -4.66977 -0.1 0.0 0.1 -0.276
N 2.52652 3.02448 -5.11814 0.2 -0.1 -0.1 -0.201
C 2.84389 3.03090 -6.53598 0.1 0.1 -0.2 -0.253
C 1.68185 3.07033 -7.53512 0.0 -0.1 -0.1 -0.088
C 1.97474 1.78352 -4.60034 -0.1 -0.1 0.3 -0.245
C 0.49395 1.48578 -4.86409 0.0 -0.2 0.0 -0.076
H 2.80034 4.27403 -2.71068 0.0 -0.1 0.0 0.080
H 1.40473 5.34140 -2.88298 0.0 0.0 0.0 0.072
H 1.15734 3.60940 -2.70914 0.0 0.0 0.0 0.054
H 2.44228 5.09318 -5.04740 0.0 -0.1 -0.1 0.117
H 0.85484 4.33788 -5.07642 0.0 0.1 0.0 0.101
H 3.47296 2.16478 -6.75984 -0.1 -0.1 0.1 0.111
H 3.48290 3.89961 -6.72681 -0.1 0.1 0.1 0.108
H 1.17320 2.10995 -7.60522 -0.1 0.0 0.0 0.055
H 2.06549 3.29906 -8.53202 0.0 0.0 0.0 0.069
H 0.94727 3.83680 -7.28633 0.0 0.0 0.0 0.066
H 2.13264 1.76979 -3.51783 0.0 0.1 0.0 0.098
H 2.57676 0.94938 -4.97021 0.1 0.1 -0.1 0.114
H -0.14444 2.35226 -4.68486 0.0 0.0 0.0 0.069
H 0.15724 0.69384 -4.19374 0.0 0.0 0.0 0.060
H 0.32345 1.13446 -5.88076 0.0 0.1 0.0 0.057

=====

Quick rundown of HOMO, same order as above: -0.520 -0.341 -0.363 -0.294 Ha